Formula: C8H32O8
Source: the OMol25 dataset
Level of theory: ωB97M-V/def2-TZVPD

Geometry as XYZ:
```
48
Properties=species:S:1:pos:R:3:forces:R:3
H -1.58288 -4.27482 2.35174 0.20 0.46 -0.34
O 0.02161 -3.05688 2.76502 -0.94 0.89 0.53
H 1.43284 0.74313 -0.91968 -0.03 0.03 0.07
H -2.92843 5.21412 2.54550 0.45 -0.03 0.16
H -0.97916 -2.69390 -0.83288 -0.18 0.07 -0.04
H -3.46872 0.49691 0.75258 -0.05 -0.30 0.19
C 3.40139 -2.61071 -0.74598 -0.56 0.14 0.34
H -3.77821 3.77432 2.92776 0.02 -0.41 -0.34
H 4.74937 2.36380 -4.93186 -0.02 -0.06 -0.04
O -2.68918 3.85933 1.08970 -0.24 0.01 -0.35
H -3.75735 -0.12653 2.97409 0.07 -0.06 0.00
O -1.37746 -3.55776 -0.96892 0.21 -0.23 -0.17
O 3.66524 -1.26683 -0.40846 0.07 0.18 0.04
H 3.40444 1.10212 -2.80120 -0.07 -0.33 0.07
C -2.84708 4.12881 2.46726 -0.14 0.19 -0.06
H 4.11169 0.18032 -4.21987 0.29 -0.15 0.61
H 0.15212 -2.34677 3.40806 0.54 -0.09 -0.28
O 4.58930 2.21559 -3.99762 0.20 -0.14 0.32
C -0.27848 -4.47682 -0.99556 0.02 0.28 0.41
H -0.90545 4.74804 -1.75813 -0.26 -0.21 0.24
H -0.84936 3.68905 -3.54966 0.08 -0.15 -0.22
O -0.05267 3.43346 -3.08031 0.06 -0.13 0.44
H -0.42026 1.28064 0.46974 0.83 0.42 0.35
H 0.47034 -4.11280 -0.28704 0.19 -0.31 -0.11
H 2.84491 1.29136 -4.51784 -0.44 -0.01 0.50
H 2.80729 -3.09905 0.03650 -0.03 -0.06 -0.04
C 3.68958 1.11514 -3.84342 0.07 0.69 -1.44
C -0.26749 3.85694 -1.72826 -0.44 1.30 -0.67
O 1.39070 0.23093 -0.10417 0.13 0.61 0.31
O -2.92164 0.95410 1.39500 0.07 0.64 -0.26
H 2.83612 -2.66412 -1.68189 0.15 -0.25 -0.12
H 4.33224 -3.16789 -0.81557 0.12 0.17 -0.21
H -1.99851 3.72767 3.02778 -0.02 0.26 0.21
C 0.08890 0.31784 0.41878 -1.98 -1.27 -1.05
C -1.24880 -3.57767 3.13110 -0.35 -2.44 -0.37
H 0.16772 -4.58406 -1.98832 -0.09 0.14 -0.01
C -2.79932 0.24692 2.60984 0.56 -0.40 0.24
H -0.61877 -5.45793 -0.66535 -0.13 0.09 -0.01
H -0.59677 -0.23332 -0.25255 0.08 0.03 -0.13
H -0.05602 -0.25731 1.33004 0.78 0.36 0.36
H 2.81706 -0.81383 -0.23674 0.44 -0.33 0.03
H -2.35403 0.89620 3.36561 -0.31 0.32 -0.17
H -0.76618 3.10599 -1.12059 0.27 -0.14 0.16
H -2.10724 -2.92553 3.30357 0.51 0.62 0.04
H 0.64571 4.27215 -1.30578 0.29 -0.71 0.10
H -2.75391 2.91141 0.91675 -0.04 -0.01 0.43
H -2.06045 -0.55903 2.50899 -0.39 -0.23 -0.08
H -1.15472 -4.29275 3.96227 0.05 0.57 0.36
```
Forces are in eV/Å.

Its max |F| is 2.6 eV Å⁻¹. The structure (SMILES) is CO.CO.CO.CO.CO.CO.CO.CO. The value obtained for the total energy is -25190.576 eV. Its orbital gap is 9.88 eV. Its highest occupied orbital energy is -9.64 eV.